Record 1
The following is a DFT calculation (ωB97M-V with the def2-TZVPD basis set) of a molecular structure, C29H22Co2IO8 at a distorted geometry.

lowest unoccupied orbital energy (spin up / spin down): 4.01 / 4.01 eV
gap between HOMO and LUMO (spin up / spin down): 4.149 / 4.432 eV
multiplicity: 2
net charge: -2
<S²>: 0.790
ΔE to the lowest compared entry with this formula, charge and spin: 37.4 kJ/mol

```
62
Properties=species:S:1:pos:R:3:forces:R:3
O -4.12416 0.08851 -0.47434 -0.11 0.33 0.16
C -2.97738 -0.03114 -0.54149 -0.39 -1.10 -0.32
Co -1.25958 -0.17063 -0.68038 0.24 0.72 -0.21
C -1.27859 1.35272 -1.79923 -2.32 0.37 -0.37
O -1.81397 1.99096 -2.61557 0.84 -0.43 0.87
C -0.97071 -1.55458 0.59247 -0.83 0.07 0.43
O -1.40174 -2.40714 1.26318 0.31 0.41 -0.36
C -0.66046 -2.25984 -2.27815 -1.33 1.13 -1.35
C -1.98138 -2.80446 -2.42354 -0.21 -0.05 0.00
C -2.55386 -3.66579 -1.44188 0.11 -0.05 -0.58
C -3.76239 -4.30561 -1.69971 0.28 0.33 -0.07
C -4.45832 -4.06437 -2.88925 0.07 -0.09 -0.02
C -3.92759 -3.19222 -3.84559 0.28 0.09 0.29
C -2.71109 -2.54900 -3.61595 -0.15 -0.07 0.21
C 0.23661 -1.37491 -2.82822 -2.16 2.35 -0.83
C 0.42094 -0.06221 -3.16872 0.30 -1.43 -2.40
Co 1.02063 -2.85761 -2.19732 3.70 -2.00 2.27
C 0.94602 -3.61700 -0.59121 0.28 -1.32 1.48
O 0.94679 -4.27103 0.36151 -0.11 0.77 -1.02
C 2.56981 -2.04800 -2.32236 1.01 0.78 -0.18
O 3.55375 -1.45944 -2.50994 -0.93 -0.54 0.18
C 1.41516 -4.26763 -3.14043 -0.63 -0.43 -1.12
O 1.74177 -5.16138 -3.79147 0.22 -0.25 0.09
H -2.03256 -3.83758 -0.49424 -0.15 0.05 -0.53
H -4.14398 -5.01537 -0.96653 -0.09 0.20 -0.10
H -5.40891 -4.56172 -3.06178 0.08 0.03 -0.07
H -4.45126 -3.02508 -4.78579 0.00 0.02 0.18
H -2.29625 -1.84707 -4.35732 -0.15 -0.46 0.44
H 1.43012 0.33839 -3.31020 -0.17 -0.15 0.06
H -0.34961 0.45405 -3.75495 0.20 -0.12 0.62
C 4.61097 1.48443 0.39969 0.03 0.05 0.06
C 3.10440 1.35077 0.58864 -0.41 -0.06 -0.11
C 2.67554 2.02744 1.90215 0.16 -0.02 -0.02
C 2.40472 2.01523 -0.62914 0.66 0.05 0.26
C 0.96669 1.61349 -0.79853 -0.41 -1.16 1.08
O 0.10332 2.53251 -1.01434 1.11 -0.83 -0.58
C 0.60286 0.22458 -0.62426 0.88 1.03 3.01
I -2.27774 0.93159 2.50700 0.38 0.54 0.23
C -1.65442 2.54456 3.71304 -0.08 -0.31 0.15
C -2.35518 3.76052 3.63876 0.63 0.01 0.60
C -1.97726 4.80191 4.50242 0.20 -0.40 -0.01
C -0.92493 4.62115 5.41434 0.02 -0.18 -0.11
C -0.20088 3.41533 5.43724 -0.33 -0.03 -0.32
C -0.55930 2.35580 4.58140 -0.34 0.82 0.14
C 1.33909 -0.47228 0.39631 -0.86 1.13 -1.18
O 0.81572 -1.36167 1.15586 0.20 0.10 -0.46
C 2.77504 -0.15802 0.66524 0.38 0.38 -0.06
H 4.90394 0.99993 -0.54367 0.02 0.17 0.26
H 4.89514 2.54483 0.36780 0.12 -0.16 0.02
H 5.13026 0.98147 1.22580 0.08 0.16 -0.11
H 1.59853 1.92730 2.10523 0.26 -0.02 -0.20
H 3.22809 1.55196 2.72615 -0.16 0.15 -0.03
H 2.93356 3.09739 1.89056 -0.11 -0.19 0.00
H 2.46561 3.11131 -0.54155 0.03 -0.22 0.00
H 2.99204 1.72278 -1.51911 -0.40 0.07 0.06
H -3.17982 3.88333 2.93248 0.33 -0.09 0.26
H -2.50362 5.75848 4.46250 0.12 -0.29 0.04
H -0.67028 5.42445 6.11871 -0.05 -0.34 -0.40
H 0.64785 3.30022 6.12245 -0.39 0.03 -0.26
H -0.00857 1.40654 4.60485 -0.34 0.47 -0.11
H 3.39620 -0.66773 -0.08947 -0.17 -0.08 0.32
H 3.00462 -0.54342 1.66981 0.22 0.04 -0.28
```
Positions in Å, forces in eV/Å.

Results of the natural (NBO) charge analysis, in e, for atoms 1 through 4:
1 O -0.586
2 C 0.580
3 Co -0.071
4 C 0.660

Record 2
The following is a DFT calculation (ωB97M-V with the def2-TZVPD basis set) of a molecular structure, C29H22N2O2P2S2Zr at a distorted geometry.

lowest unoccupied orbital energy: -6.87 eV
gap between HOMO and LUMO: 7.508 eV
multiplicity: 1
net charge: +2
ΔE to the lowest compared entry with this formula, charge and spin: 26.6 kJ/mol

```
60
Properties=species:S:1:pos:R:3:forces:R:3
Zr -2.07023 0.74398 -1.47589 -0.24 -0.54 0.60
S -4.12878 -0.13363 -0.70906 0.34 0.23 -0.21
C -4.52358 0.53154 -2.32606 -0.12 0.01 -0.23
S -3.32007 1.32162 -3.41754 0.12 -0.05 0.30
C -5.79645 0.41861 -2.76520 0.06 -0.01 0.01
C -6.79620 -0.20963 -1.95485 -0.09 0.07 -0.04
N -7.59647 -0.69849 -1.29248 0.04 -0.05 0.05
C -6.17959 0.90766 -4.05531 0.00 -0.03 -0.01
N -6.45080 1.29192 -5.10255 0.01 0.04 -0.01
O -0.81570 -0.92459 -1.36859 -0.64 1.14 -0.12
P -0.03616 -1.38543 -0.10846 0.26 -0.14 0.38
C -0.18968 -0.11874 1.21004 0.24 0.00 0.19
P -0.14336 1.65715 0.76901 0.35 -0.01 0.03
O -1.52379 1.98650 0.14233 -0.30 -0.71 -0.79
C 1.01891 1.91039 -0.56864 -0.05 -0.01 0.16
C 0.56804 2.31229 -1.83271 0.19 0.04 -0.18
C 1.47414 2.41098 -2.88264 -0.07 0.02 -0.06
C 2.81848 2.14045 -2.67260 0.03 -0.02 0.12
C 3.27087 1.78097 -1.40685 -0.02 0.01 -0.09
C 2.37315 1.65869 -0.35966 0.01 0.00 0.02
C 0.25860 2.60462 2.19871 -0.08 -0.02 -0.19
C 0.32274 2.06990 3.48548 -0.05 -0.01 0.04
C 0.61443 2.90538 4.54941 0.01 0.00 0.04
C 0.83169 4.26066 4.33306 -0.01 -0.03 -0.05
C 0.76077 4.79437 3.05071 0.00 -0.01 0.01
C 0.47794 3.96916 1.97872 0.02 0.03 0.00
C -0.74152 -2.88138 0.52829 0.06 0.14 -0.08
C -1.13986 -3.83804 -0.40920 -0.01 -0.02 0.00
C -1.64003 -5.05127 0.03017 0.00 0.01 -0.01
C -1.73189 -5.31248 1.39224 0.01 0.04 -0.01
C -1.32731 -4.36311 2.32185 -0.01 -0.02 0.03
C -0.82918 -3.14344 1.89590 0.00 -0.01 0.00
C 1.67624 -1.55266 -0.54976 -0.15 -0.02 -0.06
C 2.62768 -1.84115 0.42979 -0.01 0.00 0.00
C 3.94844 -2.01920 0.05911 0.02 -0.02 0.03
C 4.31208 -1.93341 -1.28130 -0.04 0.01 -0.02
C 3.35921 -1.66750 -2.25523 0.03 0.00 0.01
C 2.03574 -1.47070 -1.89337 -0.04 -0.01 0.01
H 0.61829 -0.31787 1.92251 0.02 0.01 -0.04
H -1.12772 -0.27815 1.75431 -0.01 0.00 -0.04
H -0.43271 2.70872 -2.02392 0.00 -0.06 0.22
H 1.13251 2.74355 -3.85407 0.01 0.00 0.00
H 3.52012 2.23961 -3.48978 0.00 0.00 0.00
H 4.32319 1.59860 -1.23697 0.00 0.00 0.00
H 2.72809 1.37714 0.62549 0.02 0.00 -0.01
H 0.13653 1.02076 3.67501 0.01 0.00 -0.01
H 0.66729 2.49923 5.54992 0.00 0.01 0.01
H 1.05741 4.90711 5.17015 0.00 0.00 0.01
H 0.92852 5.84979 2.88826 0.00 0.00 0.01
H 0.42702 4.37971 0.97661 0.01 0.02 0.01
H -1.06411 -3.63334 -1.47025 -0.01 -0.02 -0.01
H -1.95643 -5.79360 -0.68927 -0.01 -0.01 0.00
H -2.12100 -6.26268 1.73162 -0.01 0.00 0.00
H -1.40091 -4.57206 3.38014 0.00 -0.01 0.00
H -0.51300 -2.41617 2.63355 -0.01 0.00 0.01
H 2.34331 -1.95134 1.47095 0.02 0.00 0.01
H 4.69298 -2.24778 0.80933 0.00 0.00 0.00
H 5.34339 -2.09256 -1.56637 0.01 0.00 0.00
H 3.64375 -1.62256 -3.29776 0.01 0.00 0.00
H 1.28496 -1.26815 -2.64632 0.04 0.00 -0.02
```
Positions in Å, forces in eV/Å.

Results of the natural (NBO) charge analysis, in e, for atoms 1 through 4:
1 Zr 1.912
2 S 0.002
3 C -0.279
4 S -0.040

Record 3
The following is a DFT calculation (ωB97M-V with the def2-TZVPD basis set) of a molecular structure, C29H23BClF4N7O4Ta.

lowest unoccupied orbital energy: -10.74 eV
gap between HOMO and LUMO: 6.011 eV
multiplicity: 1
net charge: +3
ΔE to the lowest compared entry with this formula, charge and spin: 0.0 kJ/mol

```
70
Properties=species:S:1:pos:R:3:forces:R:3
Ta -0.97867 -0.27337 -0.40302 -0.03 0.00 0.13
N -0.77401 -4.59429 0.38935 0.02 0.02 0.01
C -1.11428 -3.42522 -0.08615 -0.04 -0.01 -0.01
N -0.37191 -2.33666 0.07132 0.05 0.01 0.01
C 0.88652 -2.44497 0.68864 -0.02 -0.05 0.01
N 1.70380 -1.44857 0.61603 0.01 0.03 -0.01
N 1.16343 -0.46728 -0.19875 0.05 -0.01 -0.05
C 1.97966 0.24618 -0.88416 -0.04 -0.01 0.01
C 1.39991 1.04414 -1.95004 0.03 -0.01 -0.01
C 2.16869 1.75180 -2.84454 0.00 0.00 0.01
C 1.54044 2.34809 -3.93881 0.01 0.00 0.00
C 0.17789 2.18507 -4.08977 -0.01 -0.01 0.00
C -0.53235 1.45946 -3.13895 -0.01 0.02 -0.01
N 0.05353 0.90695 -2.07553 -0.04 -0.02 0.07
C 1.23986 -3.69145 1.33181 -0.01 0.01 -0.01
C 2.41410 -3.85183 2.07328 0.01 0.00 0.00
C 2.70969 -5.08223 2.62044 0.00 0.00 0.00
C 1.85085 -6.16725 2.42747 0.00 0.00 0.00
C 0.68887 -6.03045 1.69100 -0.01 0.00 -0.01
C 0.39384 -4.78815 1.15174 0.01 -0.02 0.01
H -1.37535 -5.38908 0.20733 0.00 0.00 0.00
H -2.04788 -3.34964 -0.62869 0.00 0.00 0.00
H 3.05093 0.15256 -0.73179 0.00 0.00 -0.01
H 3.23898 1.82220 -2.69917 0.00 0.01 -0.01
H 2.11619 2.90856 -4.66368 0.00 0.00 0.00
H -0.34883 2.60098 -4.93730 0.00 0.00 0.00
H -1.59604 1.31008 -3.24985 0.00 0.00 0.01
H 3.07798 -3.00889 2.20462 0.00 0.00 0.00
H 3.61513 -5.21266 3.19641 0.00 0.00 0.00
H 2.09682 -7.12947 2.85572 0.00 0.00 0.00
H 0.02700 -6.87381 1.53793 0.00 0.00 0.00
O 4.91278 3.91406 3.09538 -0.01 0.00 0.01
C 4.46611 3.77457 1.84547 0.03 -0.01 0.03
O 5.16885 3.95095 0.89523 -0.01 -0.01 -0.01
C 3.03841 3.32587 1.64056 -0.02 0.03 -0.02
C 2.37856 3.83855 0.52821 -0.01 0.01 0.00
C 1.12727 3.36089 0.18782 0.03 0.00 0.02
C 0.55138 2.34246 0.94546 -0.10 0.06 -0.04
C 1.18105 1.84343 2.07406 0.02 0.01 0.02
C 2.42345 2.35770 2.42460 0.01 -0.02 0.02
N -0.70651 1.81338 0.44488 0.14 -0.02 0.05
C -1.66775 2.65023 0.31499 -0.02 -0.02 -0.01
C -2.84559 2.26307 -0.44501 -0.02 -0.02 -0.01
C -3.95754 3.06634 -0.56519 0.01 0.00 0.01
C -5.02675 2.61307 -1.33822 -0.01 0.01 0.00
C -4.92328 1.38219 -1.95471 0.01 -0.03 0.00
C -3.76585 0.62727 -1.78673 -0.01 0.02 0.00
N -2.73891 1.05820 -1.05319 0.06 -0.02 0.00
H 4.20594 3.91928 3.75319 0.00 -0.01 -0.01
H 2.86844 4.59559 -0.07011 0.00 0.00 -0.01
H 0.61188 3.74736 -0.68533 0.02 0.00 0.01
H 0.72528 1.07375 2.67636 0.00 0.00 -0.01
H 2.92364 1.96058 3.29947 0.01 0.01 0.00
H -1.58780 3.65258 0.72888 -0.01 0.00 0.00
H -3.99150 4.02483 -0.06399 0.00 0.00 0.00
H -5.91714 3.21748 -1.45048 0.00 0.00 0.00
H -5.72348 0.98835 -2.56588 -0.01 0.01 0.00
H -3.66161 -0.33954 -2.25832 0.00 0.00 0.00
Cl -3.00703 1.22300 3.47500 0.00 0.00 -0.01
C -2.66650 -0.51438 3.26055 0.02 -0.02 0.00
C -1.96145 -0.58010 1.94863 -0.06 -0.02 0.06
O -0.71957 -0.44459 1.81993 -0.01 0.06 -0.19
O -2.61106 -0.67985 0.83738 -0.01 0.00 -0.02
H -3.60568 -1.05933 3.24104 0.00 0.00 -0.02
H -2.02267 -0.85196 4.06773 0.00 0.02 0.00
F 0.90958 -1.91901 -2.82800 0.02 -0.01 0.00
B -0.06341 -2.52484 -3.50786 -0.01 -0.02 0.03
F -1.68450 -1.23238 -1.86360 -0.01 0.02 0.00
F -0.57303 -1.93635 -4.55675 -0.01 0.00 -0.02
F -0.51883 -3.67349 -3.05436 0.00 0.03 -0.01
```
Positions in Å, forces in eV/Å.

Results of the natural (NBO) charge analysis, in e, for atoms 1 through 4:
1 Ta 2.592
2 N -0.477
3 C 0.390
4 N -0.687

Record 4
The following is a DFT calculation (ωB97M-V with the def2-TZVPD basis set) of a molecular structure, C29H23F6N7O9S3Ta.

lowest unoccupied orbital energy: -3.64 eV
gap between HOMO and LUMO: 7.925 eV
multiplicity: 1
net charge: +1
ΔE to the lowest compared entry with this formula, charge and spin: 7.7 kJ/mol

```
78
Properties=species:S:1:pos:R:3:forces:R:3
Ta 0.32549 0.50052 -0.05054 -0.43 -0.03 0.41
O -0.24636 0.69526 1.70500 -0.10 -0.04 0.07
C -0.51648 0.07293 2.88079 0.05 -0.02 0.03
C -0.71308 0.83549 4.01844 0.01 0.05 -0.01
C -0.97743 0.19893 5.21622 0.00 -0.03 0.01
C -1.04019 -1.19035 5.27402 0.00 0.02 -0.02
C -0.84688 -1.93868 4.12952 -0.02 -0.01 0.02
C -0.58595 -1.31768 2.90729 0.02 -0.05 -0.05
C -0.42106 -2.07766 1.67406 -0.01 0.00 0.02
N -0.11320 -1.60073 0.47170 0.10 0.03 -0.03
C -0.11817 -2.66181 -0.41253 -0.03 -0.01 -0.01
C -0.42572 -3.78918 0.26625 0.01 0.01 0.01
N -0.60664 -3.40418 1.57264 -0.01 0.00 0.00
H -0.65321 1.91255 3.94390 0.00 0.00 0.00
H -1.13097 0.78552 6.11143 0.00 0.00 0.00
H -1.24207 -1.68628 6.21281 0.00 0.00 0.00
H -0.89845 -3.01787 4.19863 0.00 0.00 0.00
H 0.07011 -2.52406 -1.46204 0.00 0.00 0.00
H -0.53539 -4.80852 -0.05525 0.00 0.00 0.00
H -0.90586 -4.00351 2.32219 0.00 0.00 0.00
C -7.26485 -0.54715 -4.43607 0.00 0.00 0.00
C -6.18142 -0.47174 -3.39861 -0.01 0.01 0.00
C -5.17716 -1.44210 -3.35339 0.00 -0.01 0.00
C -4.19558 -1.40520 -2.38139 0.00 0.00 0.01
C -4.21099 -0.37425 -1.44956 0.00 0.01 -0.02
C -5.19470 0.60122 -1.46758 0.00 -0.01 -0.01
C -6.17676 0.54265 -2.44483 0.01 0.00 0.01
S -2.95666 -0.31003 -0.22733 -0.02 -0.01 -0.01
O -3.20158 0.82288 0.62245 -0.01 -0.03 0.00
O -2.82671 -1.61333 0.35181 0.04 0.01 -0.01
N -1.54855 0.00590 -1.10114 0.03 0.19 0.18
C -1.61210 1.24341 -1.76474 0.01 -0.08 -0.04
C -2.36947 1.63088 -2.85978 -0.01 0.00 -0.01
C -2.22359 2.93439 -3.29473 0.01 0.01 0.01
C -1.33063 3.80070 -2.66313 -0.01 -0.01 -0.01
C -0.56028 3.32596 -1.63037 0.04 -0.02 -0.03
N -0.71231 2.05993 -1.19993 0.10 0.06 -0.17
H -6.88404 -0.93841 -5.37860 0.00 0.00 0.00
H -7.70877 0.43002 -4.61850 0.00 0.00 0.00
H -8.06058 -1.21515 -4.10043 0.00 0.00 0.00
H -5.17461 -2.23865 -4.08718 0.00 0.00 0.00
H -3.42346 -2.16289 -2.34034 0.00 0.00 0.00
H -5.18271 1.38923 -0.72700 0.00 0.00 0.00
H -6.95334 1.29703 -2.46556 0.00 0.00 0.00
H -3.03892 0.93741 -3.34432 0.00 0.01 0.00
H -2.80548 3.28275 -4.13807 0.00 0.00 0.00
H -1.22121 4.82580 -2.98397 0.00 0.00 0.00
H 0.16333 3.94235 -1.11933 -0.01 0.01 0.02
O 1.31008 -0.27616 -1.60132 0.11 0.04 -0.23
N 2.42949 -0.97276 -1.49540 -0.04 0.03 0.04
N 2.81548 -0.97968 -0.30292 0.07 -0.06 -0.02
O 2.13660 -0.36669 0.61381 0.05 0.17 -0.01
C 4.00676 -1.69681 0.08410 0.02 0.02 0.00
C 4.19201 -1.95510 1.42948 -0.02 -0.01 0.00
C 5.33548 -2.63751 1.81060 0.01 0.00 0.00
C 6.25890 -3.03927 0.85637 -0.01 0.00 0.00
C 6.04732 -2.76178 -0.48878 0.01 -0.01 0.01
C 4.91280 -2.08073 -0.89141 -0.01 0.02 -0.02
H 3.46866 -1.61676 2.15577 0.00 0.00 0.01
H 5.50798 -2.84396 2.85771 0.00 0.00 0.00
H 7.15427 -3.56327 1.16176 0.00 0.00 0.00
H 6.77547 -3.06527 -1.22787 0.00 0.00 0.00
H 4.74311 -1.83842 -1.93014 0.00 0.00 0.00
F 2.65521 4.13891 -2.17584 -0.06 0.04 -0.05
C 3.24644 3.28642 -1.34949 -0.03 -0.09 0.04
F 3.11399 2.05752 -1.84748 0.01 -0.01 0.00
F 4.52349 3.58627 -1.24143 0.02 0.03 0.04
S 2.39778 3.41083 0.32702 0.10 0.07 -0.10
O 1.50019 2.21199 0.27787 0.11 -0.30 -0.06
O 1.65580 4.62649 0.31470 0.03 0.02 0.01
N 3.46691 3.39225 1.41702 -0.09 -0.06 0.05
S 4.55109 2.23302 1.65292 0.05 -0.01 -0.05
O 5.80293 2.79891 2.00696 0.00 0.02 -0.02
O 4.46719 1.20799 0.65028 -0.03 0.01 0.03
C 3.90454 1.49749 3.21534 -0.02 0.01 0.07
F 4.65460 0.44593 3.54208 0.01 0.01 -0.02
F 3.93802 2.38348 4.19653 0.02 0.00 -0.01
F 2.64206 1.08237 3.05883 -0.08 -0.03 -0.06
```
Positions in Å, forces in eV/Å.

Results of the Löwdin charge analysis, in e, for atoms 1 through 4:
1 Ta 1.935
2 O -0.206
3 C -0.262
4 C 0.023